1.
The following is a quantum chemistry calculation of C3H4NO2S as an isolated structure in a non-equilibrium geometry, from the Open Molecules 2025 dataset.

Kohn-Sham gap (eV): 10.243
Net charge: +1
Spin multiplicity: 1

Each line ends with the Mulliken charge.
Element x y z (Å)
C1 -1.99 1.01 -0.02  0.649
C2 -1.00 1.98 1.84  0.540
C3 -0.54 0.95 0.21  -0.709
N1 0.05 -0.41 0.03  -0.250
O1 -2.73 0.24 -0.52  -0.434
O2 -0.35 1.99 2.80  -0.309
S1 -2.42 2.47 1.06  0.000
H1 0.04 1.71 -0.30  0.373
H2 -0.51 -0.93 -0.67  0.368
H3 0.01 -0.94 0.91  0.391
H4 1.03 -0.37 -0.29  0.382


2.
The following is a quantum chemistry calculation of one molecule with the formula C3H5NO4 in a non-equilibrium geometry, from the Open Molecules 2025 dataset.

Kohn-Sham gap (eV): 10.295
Spin multiplicity: 1
Structure (SMILES): CONC(=O)C(=O)O

Each line ends with the Mulliken charge.
Element x y z (Å)
C1 -0.41 -0.04 1.88  -0.460
O1 -0.88 0.48 0.56  -0.413
N1 -0.95 -0.45 -0.46  -0.102
C2 0.17 -0.64 -1.35  0.533
O2 0.20 -1.60 -2.14  -0.546
C3 1.20 0.46 -1.39  0.472
O3 2.29 0.22 -1.87  -0.471
O4 0.86 1.75 -0.96  -0.473
H1 -0.35 0.91 2.53  0.235
H2 -1.14 -0.85 2.35  0.243
H3 0.59 -0.65 1.64  0.257
H4 -1.62 -1.16 -0.30  0.257
H5 0.03 1.56 -0.50  0.470


Q: Which E_tot values were calculated for the entries above? A: -19587.1978 -12869.4005, in eV.
Q: Which energy above the lowest of the compared OMol25 structures with the same formula, charge and spin values were calculated for the entries above? A: 8.6 80.1, in kcal/mol.